{
  "formula": "C58H65CsN3P2",
  "method": "ωB97M-V with the def2-TZVPD basis set",
  "charge": -1,
  "e_lumo_ev": 1.674,
  "orbital_gap_ev": 3.28,
  "species": ["Cs", "C", "N", "C", "P", "C", "C", "C", "C", "C", "C", "C", "C", "C", "C", "C", "C", "C", "C", "C", "C", "C", "C", "P", "C", "C", "C", "C", "C", "C", "C", "C", "C", "C", "C", "C", "H", "H", "H", "H", "H", "H", "H", "H", "H", "H", "H", "H", "H", "H", "H", "H", "H", "H", "H", "H", "H", "H", "H", "H", "H", "H", "H", "H", "H", "C", "C", "C", "C", "C", "C", "C", "C", "C", "C", "C", "C", "N", "C", "C", "N", "C", "C", "C", "C", "C", "C", "C", "C", "C", "C", "C", "C", "H", "H", "H", "H", "H", "H", "H", "H", "H", "H", "H", "H", "H", "H", "H", "H", "H", "H", "H", "H", "H", "H", "H", "H", "H", "H", "H", "H", "H", "H", "H", "H", "H", "H", "H", "H"],
  "positions_angstrom": [[-0.30, -0.23, 0.37], [2.62, -2.16, -2.60], [1.63, -3.06, -2.02], [0.43, -3.28, -2.82], [-1.09, -3.24, -1.71], [-2.34, -3.78, -2.95], [-2.34, -3.26, -4.25], [-3.31, -3.64, -5.17], [-4.31, -4.53, -4.80], [-4.35, -5.01, -3.50], [-3.38, -4.64, -2.58], [-0.92, -4.82, -0.80], [-0.56, -6.03, -1.40], [-0.43, -7.18, -0.63], [-0.68, -7.14, 0.73], [-1.08, -5.96, 1.33], [-1.19, -4.80, 0.56], [2.22, -4.24, -1.45], [2.75, -5.26, -2.23], [3.35, -6.36, -1.64], [3.43, -6.45, -0.26], [2.90, -5.44, 0.53], [2.31, -4.33, -0.06], [2.83, -0.57, -1.58], [2.78, 0.67, -2.91], [3.51, 0.53, -4.10], [3.38, 1.44, -5.13], [2.50, 2.51, -5.00], [1.78, 2.67, -3.83], [1.91, 1.76, -2.80], [4.64, -0.71, -1.28], [5.14, -1.87, -0.68], [6.48, -1.98, -0.37], [7.36, -0.94, -0.64], [6.87, 0.23, -1.20], [5.52, 0.35, -1.51], [2.31, -1.85, -3.60], [3.59, -2.64, -2.68], [0.46, -4.18, -3.44], [0.31, -2.42, -3.48], [-1.58, -2.55, -4.55], [-3.28, -3.24, -6.17], [-5.06, -4.83, -5.52], [-5.14, -5.68, -3.20], [-3.41, -5.03, -1.57], [-0.38, -6.09, -2.46], [-0.14, -8.11, -1.11], [-0.58, -8.04, 1.33], [-1.30, -5.92, 2.39], [-1.49, -3.87, 1.02], [2.69, -5.19, -3.31], [3.75, -7.15, -2.26], [3.90, -7.31, 0.20], [2.95, -5.51, 1.61], [1.89, -3.53, 0.54], [4.21, -0.30, -4.19], [3.95, 1.31, -6.04], [2.39, 3.22, -5.81], [1.10, 3.51, -3.72], [1.34, 1.88, -1.89], [4.46, -2.68, -0.45], [6.85, -2.90, 0.07], [8.41, -1.03, -0.40], [7.54, 1.06, -1.41], [5.15, 1.27, -1.95], [-0.10, -2.47, 2.79], [0.78, -1.67, 3.75], [1.83, -0.82, 3.01], [-0.01, -0.80, 4.70], [0.01, -1.14, 6.04], [-0.60, -0.35, 7.01], [-1.16, 0.85, 6.61], [-1.22, 1.22, 5.28], [-1.61, 2.65, 4.94], [-0.56, 3.63, 5.50], [-3.00, 3.04, 5.44], [-0.75, 0.33, 4.25], [-0.97, 0.53, 2.92], [-2.21, 1.02, 2.57], [-2.64, 1.61, 1.41], [-1.95, 1.97, 0.29], [-2.68, 2.71, -0.63], [-3.40, 2.08, -1.68], [-4.23, 2.83, -2.51], [-4.34, 4.20, -2.38], [-3.56, 4.84, -1.43], [-2.73, 4.13, -0.57], [-1.84, 4.96, 0.35], [-0.36, 4.70, 0.04], [-2.10, 4.76, 1.84], [-3.26, 0.60, -2.04], [-3.67, -0.39, -0.95], [-1.83, 0.33, -2.53], [0.51, -3.18, 2.21], [-0.62, -1.80, 2.11], [-0.84, -3.03, 3.35], [1.33, -2.39, 4.36], [1.35, 0.03, 2.53], [2.36, -1.41, 2.25], [2.55, -0.44, 3.73], [0.53, -2.05, 6.35], [-0.59, -0.65, 8.06], [-1.54, 1.53, 7.37], [-1.60, 2.75, 3.87], [-0.56, 3.63, 6.59], [-0.76, 4.65, 5.15], [0.44, 3.35, 5.16], [-3.07, 2.95, 6.53], [-3.76, 2.40, 5.00], [-3.22, 4.08, 5.18], [-3.01, 0.91, 3.32], [-3.71, 1.87, 1.45], [-4.79, 2.33, -3.29], [-5.01, 4.77, -3.02], [-3.60, 5.92, -1.35], [-2.05, 6.00, 0.11], [-0.14, 3.65, 0.22], [0.28, 5.31, 0.68], [-0.14, 4.94, -1.01], [-1.84, 3.75, 2.13], [-3.16, 4.92, 2.07], [-1.51, 5.47, 2.43], [-3.93, 0.43, -2.89], [-3.04, -0.30, -0.07], [-3.61, -1.41, -1.34], [-4.70, -0.20, -0.65], [-1.12, 0.60, -1.76], [-1.62, 0.92, -3.43], [-1.71, -0.73, -2.78]],
  "mulliken_charge": [2.1319, -1.4266, 1.1657, -1.2384, 0.6849, 0.2532, -0.2380, -0.7621, -0.5174, -0.6108, -0.5420, 0.2361, -0.2632, -0.6699, -0.6231, -0.6070, -0.4251, -0.9648, -0.0962, -0.8755, -0.7538, -0.8272, 0.1054, 0.6615, 0.0544, 0.0359, -0.7634, -0.5246, -0.5815, -0.4361, 0.1147, -0.2195, -0.6129, -0.5111, -0.5855, -0.6872, 0.7510, 0.5811, 0.2917, 0.7884, 0.1517, 0.4211, 0.3688, 0.4122, 0.4180, 0.3277, 0.3893, 0.3902, 0.4322, 0.6064, 0.4080, 0.3894, 0.4145, 0.4903, 0.6928, 0.3995, 0.3920, 0.3920, 0.4555, 0.3579, 0.2485, 0.4465, 0.3614, 0.3950, 0.4323, -0.8757, 0.4193, -0.8574, 0.6774, -0.7334, -1.4976, -0.0424, -0.0791, 1.6393, -1.6657, -1.6913, -0.5789, 1.0613, -1.5417, 0.2524, 0.5300, -0.3248, 0.2538, -0.9092, -1.2965, -0.7599, 0.5792, 0.5312, -1.3217, -1.1625, 0.7581, -1.1433, 0.1430, 0.2460, -0.6418, 0.4088, 0.5197, -0.1072, 0.0169, 0.4672, 0.3199, 0.3031, 0.3030, -0.4438, 0.3332, 0.3948, 0.4064, 0.3299, 0.3400, 0.4186, 0.1423, -0.1981, 0.3613, 0.3639, 0.3564, 0.5634, -0.0285, 0.4622, 0.3399, -0.2920, 0.3667, 0.5701, 0.5437, -0.0516, 0.1361, 0.4099, -0.9082, 0.5224, -0.3246]
}

=====

{
  "formula": "C10H12",
  "method": "ωB97M-V with the def2-TZVPD basis set",
  "smiles": "C#C[C@H]1C=CC2(CC2)[C@@H]1C",
  "e_lumo_ev": 1.020,
  "orbital_gap_ev": 9.89,
  "species": ["C", "C", "C", "C", "C", "C", "C", "C", "C", "C", "H", "H", "H", "H", "H", "H", "H", "H", "H", "H", "H", "H"],
  "positions_angstrom": [[-3.66, 0.30, 0.65], [-2.62, -0.08, 0.25], [-1.11, 0.42, -1.53], [0.13, 0.92, -1.45], [1.66, 1.55, 0.65], [2.25, 0.45, -0.13], [-1.44, -0.57, -0.49], [-0.07, -0.55, 0.53], [0.77, 0.58, -0.11], [0.47, -1.94, 0.70], [-4.31, 0.74, 1.26], [-1.71, 0.68, -2.46], [0.81, 1.49, -2.06], [1.76, 1.56, 1.81], [1.88, 2.58, 0.36], [2.54, 0.78, -1.06], [2.76, -0.39, 0.37], [-1.43, -1.59, -0.79], [-0.55, -0.21, 1.46], [0.72, -2.28, -0.35], [-0.29, -2.56, 1.20], [1.44, -1.90, 1.20]],
  "mulliken_charge": [0.0428, -1.0541, -0.6378, -0.7133, -0.5674, -0.9105, 0.4371, -0.0863, 0.8963, -1.5321, 0.5311, 0.2822, 0.3925, 0.2158, 0.2605, 0.3084, 0.2114, 0.4258, 0.3356, 0.3540, 0.4086, 0.3993]
}

=====

{
  "formula": "C4H13NO3",
  "method": "ωB97M-V with the def2-TZVPD basis set",
  "smiles": "C=N/C=C/C.O.O.O",
  "e_lumo_ev": 0.254,
  "orbital_gap_ev": 9.50,
  "species": ["C", "C", "C", "N", "C", "H", "H", "H", "H", "H", "H", "H", "H", "H", "O", "H", "H", "O", "H", "H", "O"],
  "positions_angstrom": [[-1.75, -0.69, 1.83], [-0.37, -0.45, 1.34], [0.23, -1.12, 0.34], [1.59, -1.09, 0.01], [2.45, -0.91, 0.94], [-1.74, -1.02, 2.87], [-2.21, -1.58, 1.33], [-2.23, 0.29, 1.78], [0.31, 0.31, 1.73], [-0.39, -1.55, -0.47], [2.32, -0.75, 1.99], [3.51, -1.00, 0.66], [0.62, 1.72, -1.95], [-0.33, 2.01, -0.71], [0.44, 2.31, -1.19], [1.31, 0.04, -1.93], [2.30, 0.41, -2.95], [1.34, 0.28, -2.87], [-1.93, 0.37, -0.85], [-2.90, 1.42, -1.36], [-2.59, 1.00, -0.55]],
  "mulliken_charge": [-1.2663, -0.1489, 0.0392, -0.5147, -0.4074, 0.4069, 0.2673, 0.3229, 0.3233, 0.4746, 0.2978, 0.2414, 0.3888, 0.3138, -0.6636, 0.3546, 0.3234, -0.7181, 0.2638, 0.3100, -0.6088]
}

=====

{
  "formula": "C22H42Cl2MnN5O4SSi4Te",
  "method": "ωB97M-V with the def2-TZVPD basis set",
  "charge": -1,
  "spin_multiplicity": 6,
  "e_lumo_ev": [2.500, 2.475],
  "orbital_gap_ev": [6.36, 6.51],
  "species": ["Mn", "Cl", "C", "C", "C", "Cl", "C", "O", "C", "C", "O", "C", "H", "H", "H", "C", "C", "N", "N", "C", "S", "N", "N", "H", "H", "H", "H", "H", "H", "N", "C", "C", "C", "O", "O", "H", "H", "H", "H", "H", "H", "C", "Si", "C", "C", "Si", "Te", "Si", "C", "C", "C", "Si", "C", "C", "C", "H", "H", "H", "H", "H", "H", "H", "H", "H", "H", "H", "H", "H", "H", "H", "H", "H", "H", "H", "H", "H", "H", "H", "H", "H", "H", "H"],
  "positions_angstrom": [[-0.45, -1.20, 2.46], [-7.01, 0.81, 5.09], [-5.67, 0.03, 4.28], [-5.85, -0.45, 2.97], [-4.82, -1.06, 2.32], [-5.07, -1.67, 0.71], [-3.52, -1.23, 2.90], [-2.59, -1.80, 2.27], [-3.39, -0.74, 4.24], [-2.18, -0.91, 4.99], [-1.11, -1.39, 4.61], [-4.47, -0.12, 4.90], [-6.81, -0.33, 2.48], [-2.24, -0.58, 6.05], [-4.33, 0.24, 5.91], [4.77, -0.20, 3.45], [3.39, 0.36, 3.40], [3.06, 1.54, 3.00], [1.68, 1.51, 3.04], [1.15, 0.35, 3.43], [-1.15, 0.89, 1.15], [2.27, -0.36, 3.71], [2.21, -1.72, 4.02], [5.47, 0.57, 3.15], [4.84, -1.05, 2.77], [5.02, -0.55, 4.46], [1.16, 2.26, 2.63], [2.61, -1.88, 4.94], [2.72, -2.23, 3.30], [-0.62, -3.60, 2.33], [0.34, -4.54, 1.74], [1.10, -3.88, 0.60], [1.90, -2.72, 1.17], [3.05, -2.95, 1.61], [1.30, -1.61, 1.26], [-0.89, -3.89, 3.27], [-1.47, -3.54, 1.79], [-0.15, -5.46, 1.38], [1.06, -4.84, 2.51], [0.39, -3.52, -0.15], [1.78, -4.61, 0.14], [-0.14, 4.14, -3.73], [-0.53, 3.24, -2.11], [0.52, 4.03, -0.76], [-2.33, 3.50, -1.67], [-0.10, 0.94, -2.33], [-1.75, -0.24, -0.88], [-0.80, 0.26, -4.45], [-2.46, 1.07, -4.85], [0.39, 0.69, -5.84], [-1.06, -1.61, -4.47], [2.15, 0.43, -1.95], [2.72, 0.95, -0.25], [3.21, 1.37, -3.20], [2.41, -1.41, -2.17], [-0.31, 5.21, -3.62], [-0.77, 3.78, -4.55], [0.90, 3.99, -4.02], [0.23, 5.07, -0.60], [1.58, 4.01, -1.01], [0.37, 3.47, 0.17], [-2.56, 4.57, -1.57], [-2.55, 3.01, -0.72], [-2.99, 3.07, -2.43], [-2.36, 2.15, -4.93], [-3.18, 0.86, -4.06], [-2.86, 0.69, -5.79], [0.64, 1.75, -5.85], [-0.05, 0.44, -6.81], [1.33, 0.13, -5.75], [-1.80, -1.91, -3.73], [-0.13, -2.14, -4.25], [-1.42, -1.93, -5.45], [2.72, 2.04, -0.13], [3.74, 0.60, -0.08], [2.08, 0.50, 0.50], [3.08, 2.45, -3.07], [2.97, 1.13, -4.24], [4.27, 1.15, -3.03], [1.70, -1.95, -1.53], [3.42, -1.71, -1.86], [2.26, -1.72, -3.20]],
  "lowdin_spin": [4.6948, 0.0002, 0.0014, 0.0014, 0.0017, 0.0001, 0.0063, 0.0342, 0.0030, 0.0112, 0.0327, 0.0007, 0.0001, 0.0015, 0.0001, 0.0002, 0.0007, 0.0036, 0.0064, 0.0270, 0.0429, 0.0054, 0.0081, 0.0001, 0.0000, 0.0000, 0.0002, 0.0003, 0.0000, 0.0280, 0.0033, 0.0007, 0.0093, 0.0078, 0.0400, 0.0013, 0.0011, 0.0009, 0.0001, -0.0001, 0.0000, 0.0001, 0.0006, 0.0005, 0.0008, 0.0031, 0.0141, 0.0009, 0.0002, 0.0003, 0.0001, 0.0002, 0.0001, 0.0000, 0.0002, 0.0000, 0.0000, 0.0000, 0.0000, 0.0000, 0.0006, 0.0000, 0.0009, 0.0001, 0.0000, 0.0002, 0.0000, 0.0000, 0.0001, 0.0000, 0.0001, 0.0000, 0.0000, 0.0000, 0.0000, -0.0001, 0.0000, 0.0000, 0.0000, 0.0001, 0.0000, 0.0000]
}

=====

E_tot for the records above, in order: -84796.9527, -10559.9368, -11989.6911, -145148.5682 eV